# 1
{
  "formula": "C30H27BrIN4PReS",
  "method": "ωB97M-V with the def2-TZVPD basis set",
  "elements": ["Re", "N", "P", "C", "C", "C", "C", "C", "C", "C", "C", "C", "C", "C", "C", "C", "C", "C", "C", "C", "N", "H", "H", "H", "H", "H", "H", "H", "H", "H", "H", "H", "H", "H", "H", "H", "Br", "C", "C", "C", "C", "C", "C", "I", "H", "H", "H", "H", "N", "C", "S", "N", "C", "C", "C", "C", "C", "C", "H", "H", "H", "H", "H", "H", "H", "H"],
  "xyz": [[-0.073, -1.021, 0.727], [2.137, 0.648, -0.827], [1.752, 0.607, 0.836], [1.323, 2.305, 1.255], [1.505, 2.744, 2.569], [1.216, 4.060, 2.893], [0.754, 4.930, 1.913], [0.552, 4.487, 0.608], [0.823, 3.172, 0.275], [3.286, 0.278, 1.719], [4.323, 1.197, 1.512], [5.532, 1.003, 2.157], [5.695, -0.073, 3.024], [4.659, -0.969, 3.244], [3.448, -0.800, 2.587], [1.444, -0.072, -1.754], [1.750, -0.047, -3.118], [1.010, -0.808, -3.995], [-0.042, -1.604, -3.511], [-0.300, -1.597, -2.173], [0.415, -0.830, -1.300], [2.952, 1.154, -1.152], [1.891, 2.072, 3.327], [1.363, 4.408, 3.907], [0.570, 5.967, 2.162], [0.208, 5.176, -0.152], [0.703, 2.838, -0.750], [4.188, 2.067, 0.879], [6.340, 1.704, 1.994], [6.635, -0.208, 3.543], [4.789, -1.796, 3.929], [2.639, -1.497, 2.773], [2.578, 0.557, -3.467], [1.239, -0.797, -5.053], [-0.629, -2.224, -4.174], [-1.088, -2.213, -1.750], [1.281, -3.193, 0.939], [0.243, -4.571, 1.810], [0.835, -5.808, 1.974], [0.118, -6.810, 2.617], [-1.173, -6.577, 3.071], [-1.768, -5.333, 2.889], [-1.044, -4.335, 2.263], [-1.946, -2.432, 2.057], [1.835, -5.998, 1.602], [0.579, -7.778, 2.759], [-1.728, -7.360, 3.571], [-2.783, -5.158, 3.224], [-4.121, 0.413, 0.135], [-2.932, 0.813, -0.265], [-1.586, 0.885, 0.905], [-2.672, 1.280, -1.466], [-3.510, 1.723, -2.530], [-4.882, 1.932, -2.413], [-5.594, 2.398, -3.505], [-4.949, 2.660, -4.709], [-3.577, 2.450, -4.822], [-2.860, 1.988, -3.738], [-4.296, 0.206, 1.105], [-4.922, 0.410, -0.484], [-1.693, 1.474, -1.629], [-5.405, 1.803, -1.473], [-6.657, 2.572, -3.413], [-5.513, 3.045, -5.547], [-3.077, 2.650, -5.759], [-1.788, 1.833, -3.827]],
  "multiplicity": 4,
  "total_charge": 4,
  "de_lowest_kcal_mol": 0.0
}

---

# 2
{
  "formula": "C43H37F3IPSbSiTc",
  "method": "ωB97M-V with the def2-TZVPD basis set",
  "elements": ["Tc", "I", "C", "C", "C", "C", "C", "C", "C", "C", "C", "P", "C", "C", "C", "C", "C", "C", "C", "C", "C", "C", "C", "C", "C", "H", "H", "H", "H", "H", "H", "H", "H", "H", "H", "H", "H", "H", "H", "H", "H", "F", "C", "C", "C", "C", "C", "C", "Sb", "C", "C", "C", "C", "F", "C", "C", "C", "C", "C", "C", "F", "C", "C", "H", "H", "H", "H", "H", "H", "H", "H", "H", "H", "H", "H", "C", "Si", "C", "C", "H", "H", "H", "H", "H", "H", "H", "H", "H"],
  "xyz": [[-0.366, 0.454, -0.501], [-2.894, 0.669, 0.448], [-3.334, 2.680, 0.942], [-4.687, 2.870, 0.857], [-5.265, 4.069, 1.309], [-4.458, 5.005, 1.872], [-3.055, 4.822, 1.957], [-2.300, 5.844, 2.578], [-0.947, 5.755, 2.686], [-0.303, 4.654, 2.108], [-0.982, 3.625, 1.485], [0.211, 2.465, 0.737], [1.046, 1.576, 2.089], [2.078, 2.109, 2.863], [2.635, 1.362, 3.890], [2.178, 0.079, 4.160], [1.141, -0.459, 3.413], [0.574, 0.293, 2.392], [1.404, 3.544, -0.094], [0.892, 4.529, -0.942], [1.752, 5.359, -1.640], [3.127, 5.225, -1.487], [3.640, 4.244, -0.653], [2.783, 3.391, 0.033], [-2.417, 3.649, 1.442], [-5.332, 2.096, 0.464], [-6.333, 4.212, 1.232], [-4.876, 5.920, 2.270], [-2.829, 6.703, 2.969], [-0.368, 6.529, 3.169], [0.779, 4.644, 2.129], [2.444, 3.110, 2.683], [3.425, 1.790, 4.493], [2.614, -0.489, 4.972], [0.747, -1.441, 3.643], [-0.295, -0.125, 1.883], [-0.180, 4.666, -1.041], [1.350, 6.125, -2.290], [3.797, 5.891, -2.014], [4.710, 4.140, -0.532], [3.200, 2.615, 0.660], [-0.939, -5.212, 4.678], [-0.828, -4.585, 3.517], [0.022, -5.105, 2.554], [0.134, -4.444, 1.342], [-0.592, -3.276, 1.106], [-1.438, -2.775, 2.095], [-1.566, -3.431, 3.309], [-0.458, -2.279, -0.744], [1.161, -3.398, -1.613], [2.508, -3.192, -1.411], [3.585, -3.904, -1.891], [3.235, -4.931, -2.761], [4.197, -5.645, -3.303], [1.910, -5.226, -3.043], [0.895, -4.466, -2.480], [-2.087, -2.987, -1.859], [-2.054, -2.980, -3.254], [-3.169, -3.368, -3.975], [-4.309, -3.743, -3.280], [-5.379, -4.112, -3.968], [-4.368, -3.750, -1.897], [-3.244, -3.367, -1.183], [0.566, -6.017, 2.760], [0.775, -4.866, 0.577], [-2.010, -1.867, 1.938], [-2.224, -3.069, 4.087], [2.861, -2.216, -0.760], [4.620, -3.697, -1.659], [1.685, -6.058, -3.697], [-0.133, -4.717, -2.710], [-1.160, -2.687, -3.794], [-3.172, -3.390, -5.057], [-5.276, -4.066, -1.402], [-3.272, -3.406, -0.100], [2.602, 1.442, -2.865], [0.952, 0.745, -2.432], [2.964, -2.449, 0.450], [0.083, 0.278, -4.005], [3.302, 0.626, -3.080], [3.032, 2.066, -2.086], [2.509, 2.017, -3.790], [3.932, -1.956, 0.528], [2.978, -3.485, 0.758], [2.119, -1.885, 0.834], [0.772, -0.241, -4.679], [-0.212, 1.198, -4.523], [-0.815, -0.323, -3.864]],
  "multiplicity": 4,
  "total_charge": 3,
  "de_lowest_kcal_mol": 57.6
}

---

# 3
{
  "formula": "C6H9N2O2",
  "method": "ωB97M-V with the def2-TZVPD basis set",
  "elements": ["C", "C", "O", "O", "H", "H", "H", "C", "C", "C", "C", "N", "N", "H", "H", "H", "H", "H", "H"],
  "xyz": [[-0.435, 1.232, -3.826], [-0.818, 1.400, -2.321], [-0.641, 2.479, -1.751], [-1.108, 0.290, -1.757], [-0.975, 0.363, -4.226], [0.615, 1.082, -4.051], [-0.774, 2.151, -4.319], [1.331, -2.697, 2.770], [-0.054, 0.497, 1.665], [0.717, -1.448, 2.151], [0.561, -1.354, 0.773], [0.354, -0.256, 2.695], [0.088, -0.131, 0.479], [-0.228, 1.555, 1.848], [-0.308, 0.162, -0.505], [0.678, -2.150, 0.056], [2.065, -2.283, 3.472], [1.850, -3.159, 1.931], [0.619, -3.438, 3.143]],
  "total_charge": -1,
  "de_lowest_kcal_mol": 13.9
}

---

# 4
{
  "formula": "C3H4N2O2",
  "method": "ωB97M-V with the def2-TZVPD basis set",
  "elements": ["N", "C", "C", "O", "C", "O", "N", "H", "H", "H", "H"],
  "xyz": [[1.516, 0.975, -0.483], [0.433, 0.139, -0.179], [0.203, -1.173, -0.309], [-1.022, -1.489, 0.247], [-1.594, -0.339, 0.731], [-2.658, -0.289, 1.287], [-0.703, 0.670, 0.436], [1.426, 1.420, -1.390], [2.396, 0.478, -0.441], [0.772, -1.987, -0.728], [-0.768, 1.595, 0.828]],
  "smiles": "Nc1coc(=O)[nH]1",
  "total_charge": 0,
  "de_lowest_kcal_mol": 27.8
}

---

# 5
{
  "formula": "C5H12FP",
  "method": "ωB97M-V with the def2-TZVPD basis set",
  "elements": ["C", "C", "F", "P", "C", "C", "C", "H", "H", "H", "H", "H", "H", "H", "H", "H", "H", "H", "H"],
  "xyz": [[1.685, 0.601, 1.966], [0.338, 0.872, 1.503], [-0.619, 0.275, 2.503], [-0.288, 0.090, 0.090], [-1.995, 0.592, 0.012], [0.378, 0.861, -1.410], [-0.187, -1.764, -0.353], [2.158, -0.389, 2.117], [1.654, 1.082, 2.860], [2.394, 1.052, 1.318], [-2.315, 0.893, -0.958], [-2.542, -0.132, 0.556], [-1.925, 1.585, 0.548], [-0.396, 0.589, -2.148], [0.405, 1.915, -1.209], [1.313, 0.393, -1.683], [-0.143, -1.896, -1.355], [0.723, -2.063, 0.174], [-1.000, -2.102, 0.202]],
  "smiles": "CC(F)=P(C)(C)C",
  "total_charge": 0,
  "de_lowest_kcal_mol": 56.5
}

---

# 6
{
  "formula": "C4H12NO2",
  "method": "ωB97M-V with the def2-TZVPD basis set",
  "elements": ["C", "C", "C", "C", "O", "N", "H", "H", "H", "H", "H", "H", "H", "H", "H", "H", "H", "H", "O"],
  "xyz": [[-2.193, 1.422, -1.782], [-1.126, 0.772, -0.919], [0.255, 0.852, -1.550], [1.398, 0.061, -0.752], [2.227, 0.905, -0.109], [-1.609, -0.607, -0.696], [-1.893, 2.452, -1.983], [-3.121, 1.499, -1.197], [-2.326, 0.935, -2.754], [-1.113, 1.234, 0.069], [0.685, 1.844, -1.456], [0.224, 0.499, -2.586], [1.960, -0.460, -1.556], [0.839, -0.575, -0.030], [-1.022, -1.120, -0.061], [-1.634, -1.113, -1.585], [0.929, -1.749, 5.179], [0.364, -3.044, 4.521], [1.107, -2.680, 5.018]],
  "total_charge": -1,
  "de_lowest_kcal_mol": 31.6
}

---

# 7
{
  "formula": "C5H31N2O10",
  "method": "ωB97M-V with the def2-TZVPD basis set",
  "elements": ["N", "C", "C", "N", "C", "C", "C", "O", "H", "H", "H", "H", "H", "H", "H", "H", "H", "H", "H", "H", "H", "H", "H", "O", "H", "H", "O", "H", "H", "O", "H", "H", "O", "H", "H", "O", "H", "H", "O", "H", "H", "O", "H", "H", "O", "H", "H", "O"],
  "xyz": [[-0.185, 1.211, 1.645], [-0.916, 0.025, 2.138], [-1.956, -0.435, 1.101], [-1.486, -1.120, -0.128], [-0.938, 0.651, -1.845], [-0.455, -0.530, -1.033], [-0.083, -1.698, -1.937], [1.346, -1.814, -1.937], [-0.261, 1.457, 0.676], [0.751, 1.153, 1.976], [-1.307, 0.356, 3.103], [-0.239, -0.838, 2.230], [-2.605, 0.428, 0.915], [-2.606, -1.162, 1.592], [-2.343, -1.212, -0.650], [-1.267, 0.171, -2.795], [-1.744, 1.167, -1.352], [-0.205, 1.417, -1.988], [0.326, -0.355, -0.305], [-0.411, -1.724, -2.974], [-0.279, -2.684, -1.525], [1.779, -0.866, -1.810], [3.032, 0.789, -2.068], [2.709, 0.314, -1.363], [-0.081, -4.180, 2.078], [1.306, -3.728, 2.648], [0.402, -3.962, 2.871], [3.370, -1.094, -0.625], [3.329, -2.658, -0.837], [3.603, -1.994, -0.179], [1.953, 1.319, -0.723], [2.487, 2.779, -0.472], [1.624, 2.360, -0.524], [-3.737, 1.476, -1.297], [-4.559, 1.381, -0.098], [-4.279, 0.759, -0.852], [0.758, 3.533, -0.892], [-0.533, 4.473, -0.779], [0.294, 4.401, -1.194], [3.102, 0.932, 0.697], [3.497, -0.417, 1.137], [3.017, 0.366, 1.398], [-1.425, -3.090, 0.716], [-0.097, -3.436, 0.090], [-0.843, -3.843, 0.516], [-1.942, 2.969, 1.758], [-0.590, 3.261, 1.239], [-1.314, 3.695, 1.660]],
  "total_charge": -1,
  "de_lowest_kcal_mol": 47.3
}

---

# 8
{
  "formula": "C5H11NO",
  "method": "ωB97M-V with the def2-TZVPD basis set",
  "elements": ["C", "C", "O", "H", "H", "H", "H", "C", "C", "C", "N", "H", "H", "H", "H", "H", "H", "H"],
  "xyz": [[-3.655, 0.794, 0.236], [-2.378, 0.428, 0.176], [-1.474, 0.814, 1.084], [-4.341, 0.628, -0.586], [-4.111, 1.272, 1.094], [-1.963, -0.182, -0.621], [-0.561, 0.568, 0.732], [1.423, -1.848, -0.595], [1.430, -0.324, -0.778], [2.130, 1.183, 0.920], [1.164, 0.376, 0.436], [1.436, -2.333, -1.579], [2.258, -2.162, 0.027], [0.492, -2.131, -0.101], [0.661, -0.083, -1.540], [2.412, -0.023, -1.187], [3.144, 1.204, 0.509], [1.931, 1.820, 1.774]],
  "multiplicity": 2,
  "total_charge": -1,
  "de_lowest_kcal_mol": 30.8
}